No. 1
A molecular structure, C8H25O9Tl2. Source: the Open Molecules 2025 dataset; level of theory: ωB97M-V/def2-TZVPD.

Output
E   -36440.272 eV
Charge   +5
Spin multiplicity   1

CARTESIAN COORDINATES (ANGSTROEM)
Tl  -2.611  -1.583  -0.380
Tl  -1.606  2.153  -3.202
O  -0.693  0.435  -0.971
H  -0.091  0.928  -0.389
C  2.598  1.828  -2.689
C  3.035  0.592  -1.813
O  1.884  -0.237  -1.663
O  1.576  2.592  -2.071
H  2.280  1.558  -3.703
H  3.425  2.492  -2.975
H  3.287  1.084  -0.870
H  3.914  0.129  -2.257
H  1.047  0.264  -1.549
H  2.056  3.308  -1.618
C  -1.547  3.801  0.431
C  -0.625  4.001  1.702
O  -0.350  5.324  2.000
O  -0.871  4.088  -0.759
H  -2.535  4.270  0.386
H  -1.754  2.723  0.454
H  0.265  3.367  1.578
H  -1.144  3.666  2.602
H  -0.244  5.872  1.200
H  -0.764  5.041  -0.929
C  0.486  -4.202  -1.412
C  -0.806  -5.023  -1.242
O  -1.692  -4.522  -0.292
O  0.251  -2.838  -1.320
H  0.970  -4.424  -2.369
H  1.097  -4.490  -0.524
H  -0.642  -6.096  -1.059
H  -1.302  -5.058  -2.247
H  -2.271  -5.272  -0.027
H  1.088  -2.337  -1.450
C  -0.914  -0.758  3.406
C  -0.033  -1.803  2.721
O  -1.019  -2.671  2.140
O  -1.684  -0.025  2.486
H  -0.333  -0.078  4.061
H  -1.663  -1.167  4.101
H  0.614  -2.270  3.463
H  0.540  -1.394  1.883
H  -0.749  -3.604  2.238
H  -2.471  0.337  2.930

Löwdin atomic charge list, values in e, 6 entries:
1. Tl 1.161
2. Tl 1.165
3. O -0.454
4. H -0.025
5. C -0.112
6. C -0.046



No. 2
A single C5H6S2 molecule. Source: the Open Molecules 2025 dataset; level of theory: ωB97M-V/def2-TZVPD.

Output
Energy relative to the best compared isomer or geometry (same formula, charge and spin)   4.354 eV
E   -26947.571 eV
Spin multiplicity   1

CARTESIAN COORDINATES (ANGSTROEM)
C  1.989  0.420  -0.073
C  1.789  -0.938  -0.203
C  1.083  1.435  -0.137
C  -0.875  -0.511  0.058
C  -2.181  -0.751  -0.078
S  0.315  -1.776  0.109
S  -3.432  0.468  -0.004
H  3.046  0.684  0.003
H  2.620  -1.621  -0.262
H  1.252  2.315  0.476
H  -0.397  0.509  0.112
H  -2.574  -1.734  -0.282
H  -2.636  1.499  0.281

Löwdin atomic charge list, values in e, 6 entries:
1. C -0.316
2. C -0.432
3. C 0.053
4. C -0.528
5. C -0.609
6. S 0.970



Which of these has the highest E?
C5H6S2